DFT (ωB97M-V/def2-TZVPD) results for C2H3CrO3 as an isolated structure at a distorted geometry.

Values from the calculation:
M ... 127.04 g/mol
Maximum force ... 3.3 eV Å⁻¹
2S+1 ... 5
Gap between HOMO and LUMO (spin up / spin down) ... 5.2924 / 5.6887 eV
E_HOMO (spin up / spin down) ... -2.158 / -2.783 eV
Net charge ... -1
E_LUMO (spin up / spin down) ... 3.135 / 2.906 eV
Calculated total energy ... -1348.04739 hartree

Positions of all 9 atoms, in Å:
O 0.13174 -1.48450 0.69666
C 0.18565 -0.71734 -0.41939
C -0.89342 0.39383 -0.25856
O -0.77156 1.02545 0.98438
Cr 0.77827 0.13797 1.63941
H -1.88329 -0.10182 -0.37573
H -0.77545 1.08600 -1.12226
H 1.44666 -0.48069 -1.15445
O 1.78140 0.14110 0.00993

DFT (ωB97M-V/def2-TZVPD) results for a 2-piece molecular cluster, C3H8NS overall at a distorted geometry.

Values from the calculation:
M ... 90.17 g/mol
Maximum force ... 5.3 eV Å⁻¹
Gap between HOMO and LUMO ... 6.5127 eV
E_HOMO ... -2.330 eV
Net charge ... -1
E_LUMO ... 4.183 eV
Calculated total energy ... -571.98609 hartree

Positions of all 13 atoms, in Å:
C -1.76501 2.25339 0.09322
S -1.92031 0.35891 0.02341
H -2.29238 2.54240 -0.77284
H -2.22866 2.91329 0.90209
H -0.72787 2.38694 -0.15530
C 0.66527 -2.02931 0.44479
C 1.86929 -0.48445 -0.68726
N 1.73050 -1.80719 -0.46267
H 0.51887 -1.24696 1.27199
H 0.86344 -2.77758 1.16644
H -0.31922 -2.11290 -0.09054
H 2.62169 -0.15781 -1.48636
H 0.98439 0.16126 -0.24697